1.
The following is a DFT calculation (wB97M-V/def2-TZVPD) of an isolated ion of composition C21H18N3O2 and charge -1 at a distorted geometry.

The geometry in XYZ format:
```
44
Properties=species:S:1:pos:R:3:forces:R:3:nbo_charge:R:1
C -5.7003 -0.4168 0.0017 0.5 -0.1 -0.2 -0.393
N -4.6202 -0.6932 -0.9268 -1.1 0.2 -0.7 -0.488
C -4.8053 -1.9004 -1.7089 0.2 0.3 0.3 -0.393
C -3.3271 -0.1962 -0.6830 0.9 0.3 0.3 0.130
C -2.5337 -0.7516 0.3369 0.1 0.4 -0.5 -0.242
C -1.2514 -0.2665 0.5554 -0.4 0.0 0.2 -0.100
C -0.7806 0.8174 -0.1803 0.1 0.3 0.0 -0.020
C 0.5610 1.4470 0.1416 0.2 0.0 0.0 -0.069
C 1.7228 0.6326 -0.2295 1.0 -0.8 -0.7 -0.435
C 1.7759 -0.7831 -0.5107 -0.5 1.3 0.4 0.497
O 0.8873 -1.6465 -0.5288 0.5 0.0 -0.2 -0.665
C 3.2301 -1.0644 -0.7213 1.1 -0.4 0.0 -0.102
C 3.8603 -2.2889 -0.8977 -0.3 0.4 0.0 -0.204
C 5.2572 -2.3168 -0.9665 0.4 0.6 0.0 -0.230
C 6.0037 -1.1213 -0.8667 -0.3 -0.6 -0.1 -0.229
C 5.3582 0.1052 -0.6775 -0.5 0.0 0.0 -0.238
C 3.9709 0.1137 -0.5904 1.0 -0.6 -0.1 -0.033
C 3.0481 1.2410 -0.2606 -1.8 -0.3 0.1 0.578
O 3.3460 2.4138 -0.0235 0.2 -0.4 -0.2 -0.662
N 0.6873 1.7813 1.5725 -0.6 0.1 0.8 -0.333
C 1.2276 0.9760 2.5571 -0.2 0.9 0.6 -0.093
C 1.0637 1.6701 3.7505 -0.3 -0.2 -1.8 -0.118
N 0.4115 2.8514 3.4892 -0.4 0.6 0.0 -0.492
C 0.1702 2.8975 2.1825 1.1 -1.5 0.7 0.163
C -1.5422 1.3543 -1.2214 0.3 -0.2 0.5 -0.203
C -2.8099 0.8551 -1.4736 -0.5 -0.7 0.3 -0.229
H -5.4755 0.4941 0.5685 -0.1 -0.2 -0.1 0.212
H -6.6332 -0.2759 -0.5606 0.0 0.0 0.2 0.180
H -5.8524 -1.2500 0.7062 -0.1 0.1 0.1 0.159
H -3.9271 -2.0711 -2.3446 -0.3 0.0 0.2 0.215
H -4.9564 -2.7784 -1.0589 0.0 -0.1 -0.1 0.159
H -5.6974 -1.7839 -2.3391 0.1 -0.2 0.0 0.178
H -2.9035 -1.5832 0.9355 0.0 0.1 -0.2 0.203
H -0.6303 -0.7528 1.3067 -0.1 0.3 -0.2 0.220
H 0.6620 2.3973 -0.3963 -0.2 0.1 0.2 0.215
H 3.2419 -3.1826 -0.9669 0.2 0.1 0.0 0.220
H 5.7703 -3.2705 -1.0882 0.0 0.2 0.0 0.198
H 7.0911 -1.1547 -0.9215 -0.2 -0.1 0.0 0.198
H 5.8915 1.0505 -0.5858 0.0 -0.3 0.0 0.218
H 1.6835 0.0121 2.3800 -0.1 0.3 -0.3 0.228
H 1.3962 1.3473 4.7277 -0.2 0.3 0.0 0.193
H -0.3356 3.6609 1.5980 0.2 -0.1 0.4 0.192
H -1.1081 2.1675 -1.8071 -0.3 -0.2 0.1 0.207
H -3.4283 1.2624 -2.2736 0.1 -0.1 0.2 0.208
```
Positions in Å, forces in eV/Å.

**Maximum force**: 2.0 eV/A
**Energy above the lowest of the compared OMol25 structures with the same formula, charge and spin**: 0.0 kcal/mol
**Net charge**: -1
**SMILES**: CN(C)c1ccc([C@H](C2=C([O-])c3ccccc3C2=O)n2ccnc2)cc1
**Kohn-Sham gap**: 7.0 eV

---

2.
The following is a DFT calculation (wB97M-V/def2-TZVPD) of a 4-piece molecular cluster, C21H18O13 overall at a distorted geometry.

The geometry in XYZ format:
```
52
Properties=species:S:1:pos:R:3:forces:R:3:nbo_charge:R:1
O 1.4675 0.7420 0.1432 0.1 -0.9 -0.3 -0.543
C 1.7435 0.1920 -0.9268 0.3 5.0 -0.3 0.460
C 2.1165 1.0630 -2.0618 1.8 -5.9 -5.5 -0.361
C 2.5685 0.4010 -3.4258 -2.0 5.4 5.7 0.332
O 2.9935 1.1410 -4.4778 -0.2 2.3 1.8 -0.627
C 2.3875 -1.0440 -3.5848 0.2 -0.8 0.0 0.420
O 2.5715 -1.5650 -4.6678 -0.2 0.0 0.3 -0.470
C 2.0755 -1.8320 -2.3708 -1.5 3.6 4.6 -0.302
C 1.7685 -1.1850 -1.0888 1.3 -7.4 -1.7 0.280
O 1.6205 -1.9270 0.1532 -0.1 -4.2 -9.1 -0.639
H 2.1895 2.0500 -1.7798 0.2 2.3 -0.1 0.229
H 3.0275 2.1610 -4.1768 -0.2 -3.5 -0.9 0.509
H 1.9575 -2.8630 -2.4858 0.1 -1.5 0.0 0.235
H 1.6625 -1.3200 0.7612 0.0 5.7 5.9 0.480
O -0.7085 -0.7480 5.6922 0.0 -0.6 -1.5 -0.530
C 0.0315 0.1520 5.2932 -1.8 -0.4 4.4 0.385
C 0.2515 1.1920 6.2752 3.1 4.9 1.8 -0.397
C 1.2235 2.2900 6.1392 -4.8 -6.4 -1.7 0.360
O 1.2875 3.2130 6.9922 3.2 3.5 -0.6 -0.654
C 2.0315 2.3440 4.8212 0.2 0.2 0.2 0.449
O 2.9055 3.1690 4.6382 -0.5 -0.3 0.3 -0.483
C 1.6865 1.3520 3.7802 -5.4 -5.1 3.7 -0.294
C 0.6825 0.2110 4.0492 4.0 3.5 -6.1 0.328
O 0.3195 -0.6260 2.9442 -1.0 -0.8 3.2 -0.688
H -0.2825 1.2660 7.3192 0.7 -0.9 -2.5 0.223
H 0.9035 3.4260 7.8122 -1.4 -0.9 1.2 0.533
H 2.1625 1.3230 2.8782 1.2 0.3 -2.2 0.235
H -0.3885 -1.3920 3.2052 2.3 2.9 -0.1 0.527
O -1.7705 -4.0890 -1.4018 0.7 0.3 1.0 -0.528
C -1.7775 -3.0650 -0.6868 -1.6 -3.2 -2.7 0.360
C -2.3405 -3.0480 0.5832 -0.6 4.4 6.4 -0.347
C -2.3665 -1.7470 1.4022 0.3 -6.9 0.2 0.368
O -2.4455 -1.7960 2.7962 -1.1 0.0 -1.7 -0.674
C -2.0355 -0.4430 0.8332 -0.2 0.8 -0.2 0.391
O -2.1595 0.6250 1.4152 0.1 -1.1 -0.3 -0.434
C -1.6255 -0.5720 -0.5298 1.4 -3.6 -6.3 -0.346
C -1.5015 -1.8620 -1.3628 1.3 7.4 0.9 0.352
O -1.0985 -1.9200 -2.7128 -0.5 -0.3 2.8 -0.659
H -2.5775 -3.9970 1.1202 0.3 1.0 -0.6 0.244
H -3.1025 -2.4530 3.1262 0.8 0.4 -0.5 0.512
H -1.4365 0.3340 -1.1098 0.0 -0.1 0.4 0.245
H -0.8685 -2.8780 -2.9008 -0.7 1.1 0.5 0.519
C -0.3785 1.2910 -5.0958 -3.8 -2.3 1.5 -0.703
C -1.1585 1.6300 -3.8328 0.4 1.6 1.6 0.575
C -2.5905 1.2130 -3.7038 -4.6 -0.5 1.2 -0.765
O -0.7085 2.4430 -3.0168 -0.3 -1.4 -1.1 -0.561
H -1.0995 1.7820 -5.7368 0.1 -0.4 -1.3 0.232
H -0.3265 0.1540 -5.2158 0.3 1.8 -0.3 0.249
H 0.4195 1.9100 -5.0128 3.1 1.0 -0.2 0.229
H -3.2655 1.4480 -4.6668 1.8 -0.7 2.0 0.240
H -3.1955 1.7140 -2.7828 1.9 -0.4 -2.2 0.248
H -2.8465 0.1410 -3.3588 1.1 1.1 -1.2 0.257
```
Positions in Å, forces in eV/Å.

**Maximum force**: 10.0 eV/A
**Energy above the lowest of the compared OMol25 structures with the same formula, charge and spin**: 13.8 kcal/mol
**Net charge**: 0
**SMILES**: O=C1C=C(O)C(=O)C=C1O.O=C1C=C(O)C(=O)C=C1O.O=C1C=C(O)C(=O)C=C1O.CC(C)=O
**Kohn-Sham gap**: 6.1 eV

---

3.
The following is a DFT calculation (wB97M-V/def2-TZVPD) of the molecule C21H19BrFN3S at a distorted geometry.

The geometry in XYZ format:
```
46
Properties=species:S:1:pos:R:3:forces:R:3:nbo_charge:R:1
F -3.5481 -3.3881 1.9766 -0.2 0.2 0.7 -0.324
C -2.4864 -3.9456 1.3899 -0.2 -2.1 -1.8 0.396
C -2.7217 -5.1727 0.6606 0.3 0.8 0.2 -0.268
C -1.6689 -5.6785 -0.1309 0.5 2.2 1.7 -0.195
C -0.3410 -5.0197 -0.1645 -2.7 -1.0 0.1 -0.241
C -0.2163 -3.8402 0.5328 -0.4 0.0 1.0 -0.183
C -1.2816 -3.3183 1.3907 2.2 -0.9 -1.5 -0.112
C -0.9931 -2.1152 2.2093 -2.2 -0.9 0.1 -0.426
C -1.5006 -0.8868 1.5509 -1.5 2.9 0.7 -0.210
N -0.7785 -0.6200 0.3409 0.9 0.1 -2.1 -0.661
C -0.2454 0.5393 -0.1952 1.2 -2.3 0.3 0.351
N 0.7296 0.4995 -1.0777 -0.7 1.3 0.1 -0.612
C 1.3135 -0.6099 -1.6869 -3.6 1.0 0.8 0.356
C 2.3003 -0.3685 -2.5920 2.5 -0.9 -0.7 -0.242
C 3.0565 -1.4198 -3.1222 -0.6 -0.5 0.8 -0.167
C 2.6068 -2.7189 -2.8057 -1.0 1.8 0.3 -0.188
Br 3.4021 -4.2207 -3.5914 0.1 -0.3 0.2 0.079
C 1.4270 -2.8286 -2.0143 1.7 -1.5 -1.2 0.043
N 0.7293 -1.8132 -1.5311 1.6 -0.7 0.2 -0.492
S -0.8342 2.0460 0.4978 0.5 0.6 -0.7 0.269
C 0.3262 3.2441 -0.2796 1.9 0.1 -0.6 -0.547
C 0.2675 4.6591 0.3311 0.8 -1.8 -1.7 -0.040
C 0.3134 4.8635 1.6854 -1.4 0.3 1.3 -0.215
C -0.0499 6.1460 2.1527 0.8 -2.3 0.6 -0.184
C -0.0393 7.1630 1.2789 -0.3 1.4 0.7 -0.235
C 0.2111 6.9768 -0.0362 0.8 1.1 -2.3 -0.196
C 0.3175 5.7212 -0.5826 -0.8 -0.4 0.4 -0.206
H -3.7698 -5.6406 0.7655 1.9 0.7 -0.5 0.236
H -1.9524 -6.5025 -0.7153 0.4 -1.2 -0.7 0.214
H 0.4923 -5.4845 -0.7117 -0.6 0.3 0.2 0.222
H 0.7358 -3.2726 0.4477 -0.9 -0.5 0.5 0.227
H 0.0379 -2.0212 2.3481 1.6 0.1 0.4 0.222
H -1.4966 -2.2613 3.1700 0.2 0.3 0.0 0.230
H -1.3883 -0.0638 2.3015 0.5 -0.2 -0.8 0.211
H -2.6058 -0.8021 1.3855 0.7 -0.9 0.0 0.203
H -0.5282 -1.4092 -0.3297 -0.4 0.8 1.3 0.455
H 2.6123 0.6274 -2.7748 0.1 0.8 0.0 0.231
H 4.0141 -1.2408 -3.6238 -0.7 -0.1 -0.2 0.232
H 1.2096 -3.8815 -1.7785 -0.8 0.8 -0.1 0.201
H 1.3698 2.8255 -0.2055 -1.0 0.2 0.6 0.253
H 0.3104 3.3334 -1.3990 -1.0 -0.3 1.0 0.239
H 0.4444 4.0254 2.3847 -0.2 0.3 -0.4 0.222
H -0.3063 6.3449 3.1743 0.2 -0.2 0.5 0.213
H -0.1896 8.1276 1.7003 -0.2 0.9 -0.1 0.212
H 0.3932 7.8565 -0.6563 -0.4 -0.2 0.0 0.211
H 0.3208 5.5458 -1.6704 0.2 0.1 0.7 0.220
```
Positions in Å, forces in eV/Å.

**Maximum force**: 3.8 eV/A
**Energy above the lowest of the compared OMol25 structures with the same formula, charge and spin**: 0.0 kcal/mol
**Net charge**: 0
**SMILES**: Fc1ccccc1CCN/C(=N\c1ccc(Br)cn1)SCc1ccccc1
**Kohn-Sham gap**: 8.5 eV

---

4.
The following is a DFT calculation (wB97M-V/def2-TZVPD) of C21H19Cl2InN3O7S2 as an isolated structure at a distorted geometry.

The geometry in XYZ format:
```
55
Properties=species:S:1:pos:R:3:forces:R:3:nbo_charge:R:1
In -0.1101 0.2588 0.0765 -1.6 -1.4 1.2 1.879
C -3.7153 -1.8694 -1.5893 0.2 -0.4 0.1 -0.247
O -4.6010 -0.7709 -1.6331 0.0 0.4 0.1 -0.527
C -4.2401 0.4628 -1.1614 -0.2 0.2 0.0 0.307
C -5.1704 1.4526 -1.4277 0.3 -0.2 0.0 -0.254
C -5.0150 2.7519 -0.9581 0.0 0.1 0.1 -0.259
C -3.9490 3.0425 -0.1506 0.2 -0.1 0.1 -0.185
C -2.9795 2.0714 0.1562 -0.4 -0.2 -0.7 -0.210
C -2.0044 2.4093 1.1488 0.5 0.0 0.8 0.164
N -0.9842 1.6685 1.3988 -1.0 0.1 -1.0 -0.428
N -0.1721 1.8614 2.4386 0.8 0.7 1.3 -0.414
C 0.5697 0.8056 2.6812 -0.5 0.7 0.3 0.551
O 0.4761 -0.3304 2.0929 0.0 -0.5 -0.8 -0.800
C 1.5777 0.9634 3.7443 0.4 -0.1 0.2 -0.027
C 2.2956 -0.1499 4.1682 -0.2 0.1 -0.1 -0.208
C 3.2745 -0.0248 5.1345 0.1 0.0 0.1 -0.214
C 3.5549 1.2192 5.6764 0.0 0.1 0.1 -0.218
C 2.8451 2.3344 5.2528 0.0 0.1 0.0 -0.223
C 1.8615 2.2126 4.2896 -0.1 -0.1 0.0 -0.187
C -3.0590 0.7601 -0.4070 -0.5 0.2 0.0 0.328
O -2.1817 -0.1784 -0.1838 0.5 -0.3 0.0 -0.837
H -3.4348 -2.1252 -0.5656 0.0 0.0 -0.1 0.176
H -2.8168 -1.6881 -2.1810 -0.1 -0.1 0.1 0.206
H -4.2777 -2.6978 -2.0199 0.0 0.0 -0.1 0.169
H -6.0351 1.1877 -2.0189 0.0 -0.1 -0.1 0.211
H -5.7390 3.5100 -1.2149 -0.1 0.1 0.0 0.203
H -3.8180 4.0300 0.2657 0.0 0.2 0.1 0.200
H -2.1926 3.2712 1.8038 0.1 -0.2 -0.2 0.180
H 2.0675 -1.1061 3.7225 0.0 -0.1 0.0 0.224
H 3.8250 -0.8956 5.4606 0.1 -0.1 0.0 0.201
H 4.3277 1.3281 6.4251 0.0 0.0 0.0 0.202
H 3.0638 3.3085 5.6694 0.0 0.0 0.0 0.205
H 1.3012 3.0659 3.9377 0.0 0.0 0.0 0.241
Cl -0.3116 -2.5363 -0.3315 -0.2 -0.3 -0.1 0.081
C 1.3341 -2.9309 0.1934 0.4 0.4 0.0 -0.393
Cl 2.3589 -1.5071 -0.1477 0.0 -0.7 0.2 0.065
H 1.7038 -3.7856 -0.3724 -0.1 0.2 0.0 0.228
H 1.3158 -3.1127 1.2674 0.0 0.1 -0.2 0.234
O 2.6234 1.3201 -2.2358 0.5 -0.1 -0.3 -1.046
S 1.4955 1.7255 -1.4236 1.1 1.1 -0.8 2.574
O 1.1131 3.0999 -1.5539 -0.2 0.3 0.0 -0.977
O 1.7265 1.3560 0.0199 0.1 0.1 0.2 -1.058
O 0.3216 0.8017 -1.8247 -0.2 0.2 -0.4 -1.094
S -1.0170 -1.3137 -4.1113 -0.6 0.2 -0.1 -0.250
C 0.5296 -1.8307 -3.8325 0.0 0.2 -0.2 0.056
N 1.5365 -0.9312 -3.5927 -0.2 -0.3 0.1 -0.528
C 2.8175 -1.2839 -3.4182 0.5 -0.2 -0.1 0.100
C 3.2005 -2.5912 -3.4764 0.0 0.0 -0.1 -0.348
C 2.2043 -3.5747 -3.6829 0.1 0.2 0.1 -0.160
C 0.9073 -3.2059 -3.8582 0.2 -0.1 0.1 -0.282
H 1.2749 0.0358 -3.3754 0.0 -0.3 -0.2 0.483
H 3.4871 -0.4601 -3.2171 0.0 -0.1 0.0 0.255
H 4.2331 -2.8653 -3.3490 0.1 0.0 0.0 0.217
H 2.4815 -4.6203 -3.6952 0.0 -0.1 0.0 0.206
H 0.1188 -3.9287 -4.0145 0.0 0.1 0.0 0.230
```
Positions in Å, forces in eV/Å.

**Maximum force**: 2.4 eV/A
**Energy above the lowest of the compared OMol25 structures with the same formula, charge and spin**: 49.1 kcal/mol
**Net charge**: -1
**Kohn-Sham gap**: 7.1 eV